{"formula": "C46H74N8O3PSSeSi4TeZr", "method": "ωB97M-V/def2-TZVPD", "species": ["C", "H", "C", "N", "H", "H", "H", "C", "C", "H", "H", "H", "H", "C", "H", "C", "C", "N", "H", "C", "Si", "C", "C", "Si", "C", "N", "C", "C", "C", "H", "C", "Si", "C", "C", "H", "H", "H", "H", "H", "C", "P", "C", "Zr", "H", "O", "Te", "H", "H", "C", "S", "C", "C", "H", "C", "H", "C", "H", "H", "H", "H", "H", "N", "H", "H", "H", "H", "H", "H", "C", "H", "C", "Se", "H", "O", "N", "H", "H", "H", "C", "C", "H", "H", "H", "C", "C", "H", "H", "C", "H", "C", "H", "H", "C", "H", "H", "H", "H", "C", "C", "H", "C", "H", "C", "H", "H", "H", "H", "H", "H", "H", "H", "H", "C", "N", "O", "C", "C", "C", "Si", "C", "H", "H", "H", "H", "H", "H", "C", "C", "H", "C", "H", "C", "H", "H", "N", "H", "H", "H", "N", "H"], "xyz": [[-1.52244, 3.15199, -5.00742], [-2.97254, 3.54467, 5.08049], [0.25214, -3.32507, 2.69973], [-0.56534, 3.03617, -0.08550], [-6.86449, 2.65337, 4.16322], [5.25298, -7.04955, -0.02435], [6.26945, -3.69760, -0.99744], [-0.11346, 3.35401, 6.88214], [-4.52712, -2.07629, 4.09715], [3.48329, -0.02085, -3.28641], [-1.34941, -2.96922, -3.21896], [0.98307, -2.18634, -7.44074], [2.74003, 3.93766, 0.28125], [-2.42863, -0.79479, 5.37949], [1.83713, 1.33049, -7.68141], [3.06054, -2.87503, -0.36101], [-3.10215, 0.70626, 0.04027], [-2.00160, 0.75230, 0.47841], [3.98156, -0.81407, -4.77453], [3.39425, -5.21021, 0.00965], [2.32188, 1.00464, -5.24904], [3.88998, -1.29895, 4.48813], [-3.68537, 2.18387, 3.09211], [0.12759, -2.21569, -5.07892], [0.47843, 2.26618, 6.25600], [1.82051, -0.68088, 1.05269], [-3.65536, 3.18667, 2.12725], [2.53966, -0.92322, 2.19382], [2.92361, 2.86573, 0.34471], [-1.61092, -0.30913, 5.89360], [-3.97261, -0.93263, 3.54630], [0.20920, 0.10873, -4.67004], [-0.02214, 4.04714, 0.82302], [-3.25650, 0.63046, -4.94260], [-0.18256, -4.13010, 2.10592], [3.57428, 1.39971, -7.38805], [4.66259, 0.75291, -4.35112], [1.45045, 1.91324, 6.57797], [2.74574, -0.15446, -7.42982], [2.65363, 0.88493, -7.11104], [-2.16070, 1.17474, 3.33819], [-0.64860, -2.09946, 2.70663], [0.06149, 0.39077, 0.36000], [1.03621, 1.54957, 2.74639], [0.65972, -1.79251, -0.70167], [-0.36144, 0.65517, -2.26591], [0.97845, 4.08864, 2.73202], [2.33472, -0.06106, 5.31731], [2.55533, -4.11871, -0.01140], [2.04259, -1.46012, -0.37424], [-4.03978, -2.58016, 5.29525], [0.12447, -2.62549, -6.93043], [1.50481, -4.22650, 0.22380], [3.75025, 0.15480, -4.32899], [-1.56244, -2.31587, 3.26061], [-2.22073, -2.44036, -0.62352], [-3.11055, -3.00649, -0.89866], [-1.33977, -2.94493, -1.00863], [1.55041, -4.15082, -4.31601], [4.43846, -1.43846, 5.40631], [-4.09173, 1.30329, -5.13987], [1.13194, 2.12826, 1.90888], [1.23590, -3.08681, 2.29594], [-2.28304, -1.45826, -1.08451], [-4.90582, 1.25979, 4.60619], [-3.48509, -0.32923, -5.40873], [1.83613, 3.45375, -5.50052], [-0.74159, 4.83628, 1.06269], [4.75142, -5.07463, -0.32794], [-2.61483, -2.31920, 6.87338], [-2.99312, -1.93480, 5.93502], [-4.69478, 0.64732, -0.58587], [2.02136, 2.69169, -1.49012], [2.61460, -0.50273, -1.29475], [2.06151, -0.33081, 3.30546], [2.55486, -2.76690, -4.74239], [-6.81517, 4.35808, 2.37254], [3.09280, 1.40460, 1.89371], [2.73963, -0.53458, 4.42854], [-5.93491, 3.76550, 2.58189], [-2.53310, 1.88004, -7.83712], [-0.41669, 3.30230, -1.05190], [-0.66904, 3.66819, -5.44933], [2.36507, 2.84621, -4.76480], [-2.01050, 3.17280, 5.40598], [-1.68701, 0.33493, -7.87530], [-2.15141, -3.36474, 1.29432], [-0.17905, 1.63275, 5.21324], [2.95368, 3.05452, 2.49701], [-1.35018, 3.80647, 6.45053], [-1.57071, 2.95722, 0.02077], [-4.72958, 4.72479, 1.09012], [5.23217, -3.80758, -0.70886], [-4.48680, -3.46047, 5.73715], [1.68810, -2.78213, -3.20848], [2.51140, 1.28580, -0.88445], [0.28275, 0.78033, 4.72217], [4.29872, -1.86084, 3.29059], [1.62106, -3.06335, -4.26223], [-2.42414, 3.70490, -5.27231], [-1.42201, -2.99089, -4.30660], [0.15306, -3.70303, -7.09609], [4.39536, -2.72007, -0.72012], [-0.13263, -1.27196, 3.19742], [-0.77278, 1.84000, -7.88504], [-2.32067, -2.43789, -4.58524], [-5.34974, -2.56903, 3.59527], [-3.20177, 0.47482, -3.86354], [-0.50843, 3.14887, 2.69290], [0.82676, 4.52629, 0.34140], [-2.74190, 3.36246, 1.57478], [3.99535, 2.72099, 0.17344], [-1.65424, 1.34782, -7.47173], [5.58756, -6.14309, -0.29128], [-0.99268, -1.64875, 1.38886], [2.58136, 2.35156, 1.74386], [-5.96576, 2.80127, 3.57887], [-4.85545, 2.01078, 3.83065], [-1.61654, 1.34071, -5.57474], [-4.76825, 3.96841, 1.86286], [3.38168, 3.23261, -4.68480], [-0.77457, -2.23998, -7.41373], [6.55229, -6.04413, -0.54519], [0.37564, -3.68274, 3.72221], [4.74894, -1.74052, -1.00995], [3.01236, -6.18618, 0.28019], [-1.43913, 2.06403, 4.78948], [-2.16127, -2.35131, 0.88686], [1.86402, 2.99458, -3.80504], [0.39497, 3.38045, 2.13360], [5.19068, -2.47428, 3.21809], [-2.92239, -0.27160, 4.18770], [-1.55711, -4.02824, -4.61604], [-1.41058, 3.18432, -3.92272], [3.63740, -1.68248, 2.15554], [-4.37734, -0.52387, 2.62622], [0.38884, 3.84417, 7.70525], [-1.80989, 4.66189, 6.92768], [2.07826, 2.16768, -0.62406], [-3.04648, -1.83617, 1.26416]], "mulliken_charge": [-0.787, 0.389, -1.342, -0.358, 0.458, 0.188, 0.346, -0.870, -0.760, -0.518, -0.310, 0.285, 0.322, -0.642, 0.265, -0.486, 0.167, 0.139, 0.354, -0.875, 0.692, -1.025, 0.031, 0.719, -0.660, 0.699, -0.052, -0.187, -1.014, 0.418, -0.588, -0.105, -1.627, -0.944, 0.300, 0.372, 0.534, 0.439, 0.304, -1.172, 3.083, 1.132, -1.421, -0.348, -0.246, -0.716, 0.621, 0.163, -0.840, 2.567, -0.740, -1.160, 0.411, -0.260, 0.091, -1.203, 0.585, 0.028, 0.498, 0.479, 0.402, 1.493, 0.186, -0.132, 0.475, 0.282, 0.355, 0.622, 1.004, 0.459, -0.760, -0.015, 0.107, -0.990, 0.491, 0.333, 0.417, 0.106, -0.321, -0.706, 0.376, 0.130, 0.270, -0.967, -1.028, 0.294, 0.727, -0.265, 0.481, -0.747, 0.219, 0.450, -0.960, 0.402, -0.148, -0.051, -0.202, -0.717, -0.725, 0.415, -0.431, 0.365, -0.978, -0.938, 0.300, 0.252, 0.460, 0.153, -0.702, 0.331, 0.155, 0.553, -1.134, -0.454, 1.739, -0.398, -0.777, -0.389, 0.762, -0.756, 0.414, 0.306, 0.183, 0.553, 0.567, 0.348, 0.412, -0.438, 0.043, 0.549, 0.505, -0.051, 0.451, 0.002, -0.330, 0.605, 0.401, 0.441, 0.572, -0.228], "max_force_ha_per_bohr": 0.0403, "total_charge": 1, "relative_energy_kj_mol": 77.7, "multiplicity": 1}



{"formula": "C14H24AlBr3Cl3FKLiN2NaO3", "method": "ωB97M-V/def2-TZVPD", "species": ["H", "H", "H", "C", "N", "C", "H", "O", "Br", "Al", "Cl", "H", "H", "C", "N", "Cl", "H", "C", "Br", "H", "C", "O", "H", "Cl", "H", "H", "C", "C", "H", "H", "C", "C", "Li", "H", "Br", "F", "H", "C", "H", "H", "K", "C", "H", "C", "H", "H", "H", "C", "H", "O", "Na", "H", "C", "H"], "xyz": [[3.33876, -0.12722, 1.92466], [-4.39801, 1.15314, 0.95122], [3.04699, 2.37083, 4.15426], [-3.25175, -3.41995, -2.34656], [0.66319, 0.95001, 3.48181], [-5.85793, 2.26546, -2.44328], [5.79992, 2.45686, -2.07295], [-2.59615, -0.81985, 2.98906], [-2.41984, -2.84399, -0.69226], [-0.63717, 1.82018, 2.40585], [0.10683, -6.14975, -2.96439], [4.28551, 2.41301, -2.99534], [-0.40955, 3.37583, 2.19142], [2.48171, -0.29719, 2.56979], [-2.30251, 1.52793, 3.37183], [1.57819, 1.29107, 0.53733], [2.22494, 3.09070, 2.73147], [-5.73111, 0.65964, -0.65828], [-4.40577, -4.92734, -2.04091], [-6.27033, 2.58114, -3.39343], [5.84466, 1.10326, -3.79030], [4.51336, 0.31911, 4.72638], [-4.61393, 4.00087, -2.23275], [-0.62924, -8.87854, -2.17848], [-3.67425, 3.28236, -0.06213], [6.95212, 1.23630, -3.93042], [-1.21429, -7.29269, -2.69462], [-4.92886, 3.06482, -1.79022], [-1.85984, -6.89315, -1.92142], [-2.45101, -3.74759, -2.99513], [1.86744, 1.00355, 3.06531], [-4.40156, 2.66319, -0.57123], [-1.47697, -0.54072, 0.91155], [-6.97563, 0.43428, -2.39265], [-4.16128, -1.98035, -3.22237], [5.95303, 1.58097, 1.89126], [-1.76416, -7.41025, -3.62086], [-6.25610, 1.06103, -1.87959], [2.88199, -0.79695, 3.49136], [5.44686, 0.33292, 4.96417], [4.82616, -1.06286, 1.01571], [-4.80698, 1.46278, -0.00391], [-6.04175, -0.27955, -0.21659], [5.37470, 2.39149, -3.07606], [1.70268, -0.85015, 2.06568], [4.04814, 0.19624, 5.56126], [3.69806, 2.08917, 2.55289], [2.76657, 2.22929, 3.10814], [5.45434, 1.19369, -4.84189], [5.47236, -0.00650, -3.12875], [0.91897, -1.97198, 2.87789], [5.68966, 3.28812, -3.63574], [-2.39960, 0.34490, 3.26177], [-1.00159, 1.06243, 0.99043]], "mulliken_charge": [0.115, 0.528, 0.283, -0.380, -0.401, -0.395, 0.242, -0.709, 0.048, 0.327, -0.149, 0.190, -0.304, -1.508, -0.426, -0.519, 0.325, -0.571, -0.027, 0.365, -0.275, -0.528, 0.373, -0.164, 0.422, 0.141, -0.118, -0.367, 0.149, 0.304, 0.567, -0.515, 0.733, 0.431, 0.016, -0.914, 0.277, -0.400, 0.564, 0.258, 0.923, -0.257, 0.414, -0.842, 0.359, 0.280, 0.351, -1.030, 0.154, -0.854, 0.777, 0.324, 0.741, -0.330], "max_force_ha_per_bohr": 0.0506, "total_charge": -1, "multiplicity": 1}



{"formula": "C46H71N12O11", "method": "ωB97M-V/def2-TZVPD", "species": ["H", "C", "H", "H", "H", "H", "H", "H", "C", "H", "H", "H", "C", "C", "H", "C", "H", "H", "O", "C", "H", "C", "H", "C", "O", "H", "C", "C", "H", "H", "H", "C", "C", "C", "H", "C", "H", "C", "C", "H", "H", "H", "N", "C", "N", "H", "C", "N", "H", "C", "H", "N", "O", "H", "H", "H", "H", "C", "C", "O", "N", "O", "C", "H", "O", "C", "H", "C", "H", "C", "H", "C", "C", "C", "C", "N", "H", "C", "H", "H", "H", "H", "N", "H", "H", "H", "N", "N", "H", "H", "H", "C", "H", "C", "C", "H", "O", "C", "C", "H", "H", "H", "O", "C", "O", "C", "H", "H", "H", "C", "H", "H", "C", "O", "H", "H", "H", "H", "C", "H", "C", "H", "H", "N", "H", "N", "C", "H", "C", "N", "H", "C", "H", "H", "H", "C", "H", "H", "O", "C"], "xyz": [[28.30129, 11.87568, -0.93570], [30.66312, 30.39450, -9.42122], [24.05288, 17.82890, -11.02141], [33.94866, 20.03819, -7.47421], [33.55770, 24.07231, -4.64763], [26.68053, 29.56220, -19.10235], [23.74949, 27.14476, -9.52618], [21.77897, 28.09151, -13.23170], [24.37942, 32.34595, -20.45970], [23.54968, 25.17882, -12.48882], [31.69832, 28.69369, -13.56124], [13.49206, 29.07122, -12.17648], [33.52302, 23.26443, -5.36355], [22.64425, 27.61515, -13.69264], [25.30565, 27.77215, -10.24435], [25.03373, 25.24765, -7.81720], [20.12368, 36.32450, -14.75181], [19.65717, 34.94129, -15.76418], [35.55610, 21.97261, -8.04612], [14.26374, 29.08287, -11.40676], [30.33762, 14.63560, -0.62651], [23.85874, 27.26016, -12.77832], [25.67939, 25.01265, -6.97103], [24.78850, 26.93318, -9.77875], [31.41676, 22.30869, -4.46471], [32.94352, 18.63414, -14.21287], [26.00132, 31.49191, -18.83590], [15.61010, 20.36365, -9.84812], [24.15617, 23.85654, -18.68095], [24.52220, 23.25056, -8.43200], [26.20799, 26.31462, -12.06866], [30.92576, 29.71226, -12.03933], [32.76899, 21.01689, -5.91111], [26.04595, 25.43354, -11.44774], [26.71224, 13.00279, -1.79890], [21.05121, 34.64083, -14.06907], [23.88856, 23.11342, -20.24002], [25.49001, 26.57949, -8.47356], [16.88909, 20.73268, -9.28669], [24.07009, 28.13775, -12.16736], [15.46922, 20.60476, -10.90174], [23.81257, 33.18065, -20.84487], [24.67573, 25.77577, -10.78517], [23.77267, 21.98927, -18.57530], [16.13286, 27.23060, -11.89166], [25.97106, 15.32188, -2.77426], [31.37166, 19.74365, -13.19846], [16.15869, 29.39692, -18.47937], [24.93319, 28.90784, -22.06843], [26.16296, 30.37683, -19.58701], [29.31647, 28.69532, -3.43584], [24.69700, 14.77104, -10.37236], [24.95154, 33.72545, -18.63893], [32.07091, 28.79441, -8.92150], [15.72903, 29.17490, -19.36605], [26.43292, 17.74154, -2.25837], [35.66116, 22.89509, -8.29026], [24.70457, 15.89013, -10.38058], [32.52349, 22.23034, -5.28219], [15.79907, 30.56612, -16.62552], [23.78584, 23.09787, -19.23537], [24.28137, 21.90207, -17.48776], [34.50397, 23.14488, -6.28490], [32.22657, 28.08989, -11.31923], [27.92872, 27.23490, -0.88663], [34.58590, 22.02021, -7.09011], [32.55426, 20.13573, -15.05844], [26.92444, 15.08690, -2.32452], [22.63120, 26.20029, -11.34592], [24.16379, 24.49915, -10.08570], [15.70478, 19.28211, -9.75131], [19.91223, 35.25520, -14.75200], [24.54093, 31.21173, -21.25758], [29.44301, 14.81731, -1.20363], [27.71788, 16.27388, -2.19268], [14.15243, 29.61050, -17.81254], [26.57497, 26.57930, -8.57830], [32.14995, 19.35309, -14.41648], [14.83227, 20.80269, -9.22335], [30.87945, 21.52183, -4.34742], [24.17204, 17.61293, -9.34226], [23.11469, 24.66797, -9.84281], [23.05905, 21.10020, -19.21992], [31.48939, 18.73475, -15.02429], [25.83482, 24.67754, -12.20404], [24.68831, 27.21185, -13.48371], [30.81054, 20.04063, -12.25054], [21.96535, 34.13172, -13.59149], [30.03459, 31.60849, -12.46083], [25.25743, 27.43059, -7.83353], [29.59295, 32.12292, -10.14747], [25.13586, 32.52187, -19.29553], [22.49456, 20.38257, -18.78812], [31.57915, 28.91936, -11.07580], [25.05058, 24.12231, -8.81797], [29.56782, 27.00578, -2.96179], [30.33597, 30.64535, -8.12298], [28.68130, 13.70868, -1.40950], [30.28883, 30.92202, -11.66677], [22.95450, 28.35675, -14.42876], [26.78674, 25.29410, -10.66042], [29.79247, 31.43591, -8.08806], [27.28935, 17.49754, -2.61697], [28.27034, 28.02425, -1.77651], [31.05280, 29.37707, -13.36664], [27.32597, 13.89146, -1.79942], [19.06881, 35.00278, -14.10933], [24.13805, 23.74869, -10.87579], [25.69510, 17.75023, -10.39570], [23.58626, 26.06346, -11.85309], [35.33449, 23.80898, -6.47360], [24.02983, 31.09303, -22.20155], [15.40042, 29.86713, -17.52633], [25.74034, 29.13843, -21.60268], [32.25627, 20.07129, -5.81442], [13.55007, 29.93954, -17.07160], [27.22725, 29.40417, -1.01726], [17.05287, 29.83447, -18.64993], [31.46380, 29.25945, -9.68409], [14.62002, 30.11067, -11.33756], [25.41944, 30.20473, -20.82331], [26.67103, 31.64192, -18.00200], [23.03352, 21.15758, -20.22797], [27.79656, 29.22165, -1.83130], [14.10077, 28.62818, -18.04163], [29.15012, 27.91402, -2.81778], [30.09249, 31.19000, -10.36318], [29.67234, 16.90492, -1.63188], [33.78199, 20.89651, -6.84024], [17.91780, 20.94903, -8.76490], [13.73507, 28.80657, -10.49448], [29.00565, 16.05850, -1.70607], [24.03333, 25.41811, -7.41941], [22.15798, 26.88130, -14.33536], [25.29539, 33.75485, -17.74311], [24.68593, 17.35826, -10.26918], [28.18760, 29.96122, -2.39719], [26.06444, 23.76316, -8.99462], [29.04049, 12.48725, -0.90141], [15.30197, 28.06534, -11.64639]], "mulliken_charge": [0.293, 0.893, 0.261, 0.363, 0.401, 0.350, 0.364, 0.382, -0.531, 0.431, 0.309, 0.256, -0.555, -1.514, 0.417, -0.629, 0.246, 0.290, -0.533, -0.731, 0.373, -0.267, 0.369, -0.532, -0.534, 0.266, -0.440, -0.670, 0.213, 0.375, 0.383, 0.399, -0.215, -0.906, 0.239, 0.292, 0.195, -0.838, 0.302, 0.274, 0.275, 0.366, -0.036, 0.608, -0.401, 0.362, 0.301, -0.443, 0.308, -0.545, 0.159, -0.290, -0.526, 0.433, 0.239, 0.343, 0.293, 0.254, 0.436, -0.631, -0.416, -0.623, -0.453, 0.300, -0.647, 0.578, 0.271, -0.526, 0.302, -0.717, 0.236, -0.696, -0.426, -0.443, 0.194, -0.496, 0.399, -0.754, 0.246, 0.311, 0.248, 0.467, -0.351, 0.254, 0.327, 0.344, -0.338, -0.375, 0.394, 0.410, 0.284, 0.599, 0.201, -0.300, -0.651, 0.209, -0.513, 0.577, -0.604, 0.397, 0.426, 0.273, -0.552, 0.633, -0.530, -0.428, 0.244, 0.538, 0.250, -0.507, 0.321, 0.323, 0.590, -0.520, 0.280, 0.247, 0.235, 0.244, -0.852, 0.266, 0.432, 0.310, 0.172, -0.398, 0.248, -0.370, -0.485, 0.365, -0.692, -0.388, 0.265, -0.276, 0.302, 0.382, 0.300, -0.722, 0.181, 0.306, -0.521, 0.346], "max_force_ha_per_bohr": 0.1154, "total_charge": 1, "relative_energy_kj_mol": 0.0, "multiplicity": 1}



Number 1: HOMO-LUMO gap 6.84 eV, HOMO energy -9.4 eV, E -192521.725 eV. Number 2: HOMO-LUMO gap 1.80 eV, HOMO energy -2.2 eV, E -301984.189 eV. Number 3: HOMO-LUMO gap 7.01 eV, HOMO energy -9.0 eV, E -89246.312 eV.